Computed, not measured: C20H28N2SiW as an isolated structure at a distorted geometry, with ωB97M-V/def2-TZVPD.

The calculation puts the electronic energy at -33860.77206 eV. The lowest unoccupied orbital energy (spin up / spin down) is -0.315 / -0.303 hartree. As for the expectation value of S²: 2.0479. As for the spin multiplicity: 3. As for the net charge: +2. The energy above the lowest of the compared OMol25 structures with the same formula, charge and spin comes out at 0.0 kJ/mol.

Geometry (Å):
C (0.69369, 2.59099, 2.16908)
C (-0.30927, 2.48298, 1.14319)
C (-1.49924, 1.94837, 1.75466)
H (-0.21273, 2.83843, 0.12158)
C (-1.22227, 1.69232, 3.13366)
C (0.13272, 2.09070, 3.38864)
H (0.62139, 2.08464, 4.35986)
H (1.68736, 3.00442, 2.02776)
H (-2.45986, 1.82055, 1.25214)
H (-1.93286, 1.33156, 3.86565)
W (0.09945, 0.43355, 1.76747)
C (-1.55752, -2.81166, -3.04273)
H (-2.29767, -2.83397, -2.24028)
H (-1.96021, -2.28297, -3.91352)
H (-0.60401, -2.37675, -2.73866)
Si (-0.24797, -0.54463, -0.52272)
C (1.46111, -0.52234, -1.28356)
C (2.24207, 0.64177, -1.32797)
H (1.89954, 1.56851, -0.85319)
C (3.46192, 0.62167, -2.01183)
H (4.06388, 1.52915, -2.06879)
C (3.89745, -0.55757, -2.62983)
H (4.83525, -0.56666, -3.18330)
C (3.13846, -1.73177, -2.52907)
H (3.48123, -2.65252, -2.99734)
C (1.93194, -1.72622, -1.82623)
H (1.34353, -2.63951, -1.71653)
C (-1.45116, 0.42225, -1.58231)
C (-1.01768, 0.98441, -2.79011)
H (-0.03060, 0.73053, -3.18497)
C (-1.84675, 1.87628, -3.47700)
H (-1.49246, 2.32615, -4.40267)
C (-3.11382, 2.18564, -2.96891)
H (-3.74398, 2.90578, -3.48997)
C (-3.57535, 1.56765, -1.80070)
H (-4.57150, 1.78913, -1.41640)
C (-2.75567, 0.66445, -1.11844)
H (-3.12839, 0.14775, -0.22825)
H (-0.76460, -1.95661, -0.42165)
H (-1.34370, -3.85596, -3.33313)
N (-0.70843, -1.30605, 2.63406)
C (-0.02077, -1.57553, 3.92560)
C (1.47200, -1.37907, 3.78940)
N (1.79787, -0.36091, 2.72902)
H (-0.61107, -2.09887, 1.98612)
H (-1.72110, -1.21181, 2.75164)
H (-0.46848, -0.93870, 4.69896)
H (-0.24796, -2.61027, 4.21250)
H (1.89269, -1.02947, 4.74055)
H (1.98365, -2.31925, 3.54127)
H (2.39243, 0.38105, 3.11135)
H (2.38746, -0.77158, 1.99589)